1.
Density functional theory data (ωB97M-V with the def2-TZVPD basis set) for a single C4H7N3 molecule.

Each line ends with the natural charge from an NBO analysis.
Atoms and positions in Å:
H1 2.14 1.04 0.76  0.21
H2 2.63 -1.31 -0.12  0.20
C1 0.24 1.09 -0.02  -0.24
H3 -1.79 -1.68 -0.22  0.20
H4 0.02 1.71 0.91  0.20
N1 0.67 -1.15 0.07  -0.22
C2 -1.62 -0.58 -0.07  0.31
C3 1.78 -0.69 -0.07  0.05
H5 -2.50 1.13 0.42  0.35
H6 2.41 1.19 -0.82  0.23
H7 -0.22 1.59 -0.87  0.21
N2 -2.57 0.25 -0.12  -0.72
N3 -0.28 -0.16 0.25  -0.31
C4 1.70 0.81 -0.08  -0.47

Summary:
structure (SMILES)	[H]/N=C\N1CCC=N1
2S+1	1
relative energy (zero: lowest compared OMol25 entry of this formula, charge and spin)	58.08	kcal/mol

2.
Density functional theory data (ωB97M-V with the def2-TZVPD basis set) for 3 unconnected molecules or ions with the total composition C3H12NO2.

Each line ends with the natural charge from an NBO analysis.
Atoms and positions in Å:
C1 -1.16 1.11 -0.67  0.14
O1 1.60 -2.39 2.30  -0.96
H1 0.78 1.83 -0.43  0.44
H2 0.71 0.24 0.10  0.48
H3 -2.03 0.74 -2.60  0.25
H4 2.98 -0.53 0.44  0.50
H5 -0.53 -0.10 -2.33  0.24
H6 -0.51 1.64 -2.70  0.24
H7 -0.08 1.32 1.00  0.44
H8 -3.08 0.30 -0.52  0.25
O2 2.07 -0.76 0.25  -1.00
C2 -1.05 0.85 -2.16  -0.67
C3 -2.28 0.83 -0.01  -0.36
H9 -2.33 0.97 1.09  0.21
H10 0.83 -2.97 2.21  0.49
H11 2.03 -2.73 3.10  0.51
H12 1.89 -1.49 0.91  0.52
N1 0.18 1.14 0.02  -0.72

Summary:
charge	+1
2S+1	1
relative energy (zero: lowest compared OMol25 entry of this formula, charge and spin)	24.31	kcal/mol

3.
Density functional theory data (ωB97M-V with the def2-TZVPD basis set) for 13 unconnected molecules or ions with the total composition C17H60N4O13.

Each line ends with the Löwdin charge.
Atoms and positions in Å:
H1 0.56 0.95 -3.81  0.06
C1 1.25 0.17 -4.15  -0.06
C2 1.90 -1.85 -5.48  -0.06
H2 1.56 -3.47 4.31  0.08
C3 -0.21 0.69 -0.57  -0.02
C4 0.72 -1.05 -4.92  -0.44
O1 0.66 -0.01 6.36  -0.02
H3 -3.24 3.91 1.54  0.01
O2 -2.08 4.21 0.04  -0.05
H4 -0.29 1.55 -1.24  0.07
H5 3.13 -5.43 3.82  0.08
H6 -4.83 2.52 -0.12  0.03
C5 -0.15 4.05 -4.51  -0.06
H7 -2.03 0.04 2.32  0.00
H8 -2.55 2.63 -3.79  0.09
H9 1.43 -2.71 -5.98  0.08
H10 -0.85 4.35 3.74  0.02
H11 1.15 -0.76 1.01  0.06
H12 2.48 -1.99 4.84  0.06
O3 -0.78 -2.53 -1.78  -0.08
H13 -0.19 3.04 0.90  0.06
H14 -0.08 4.56 2.45  0.00
O4 -0.03 4.72 3.39  -0.05
C6 -0.97 4.11 -3.25  -0.51
C7 3.58 -3.37 3.59  -0.48
C8 0.57 1.05 0.69  -0.46
O5 0.04 -0.53 -6.06  -0.06
H15 1.58 1.36 0.39  0.14
O6 0.74 -0.07 1.54  -0.07
H16 3.02 -3.08 -2.55  0.09
N1 2.50 -4.42 -0.69  0.19
H17 2.99 -4.73 -1.51  0.10
H18 0.02 -1.62 -4.31  0.13
H19 -0.37 4.87 -5.19  0.09
C9 2.41 -3.06 -0.62  -0.62
H20 2.05 1.05 3.73  0.08
H21 -0.75 -0.76 4.57  0.12
O7 2.09 -2.42 0.39  0.00
H22 0.07 -2.82 -1.44  0.03
C10 2.52 -3.06 4.63  -0.05
H23 -2.53 2.92 4.94  0.03
H24 -3.00 3.77 -2.56  0.06
H25 -3.95 -2.75 -0.99  0.08
H26 2.83 -3.45 5.60  0.08
H27 2.52 -1.34 -6.22  0.08
O8 -0.96 5.38 -2.62  -0.04
H28 2.86 -4.77 2.14  0.05
H29 -2.96 4.29 -4.19  0.09
H30 -0.32 3.07 -4.95  0.08
H31 -0.10 -4.39 -0.03  0.06
N2 2.03 0.70 4.67  0.16
H32 -1.33 6.04 -3.22  0.10
O9 -3.99 3.78 2.15  -0.06
H33 1.92 0.82 -4.73  0.08
H34 0.30 -0.13 -1.08  0.06
C11 -1.02 -3.81 0.09  -0.06
H35 -1.16 1.87 1.70  0.07
C12 -2.41 3.67 -3.48  -0.05
H36 -1.59 5.04 -0.02  0.07
H37 -2.89 -2.29 0.31  0.06
H38 0.31 2.30 2.47  0.07
H39 2.60 -2.29 -4.78  0.05
H40 -0.85 -2.94 0.72  0.08
H41 4.56 -3.24 4.06  0.13
H42 -0.55 3.37 -2.56  0.12
H43 -2.26 -4.15 -1.71  0.13
C13 3.50 -4.79 3.02  -0.04
H44 -3.21 2.61 3.60  -0.01
C14 -1.79 -3.35 -1.14  -0.42
O10 -4.19 1.81 0.03  -0.06
H45 -1.70 -4.30 0.80  0.09
N3 -0.03 -0.14 4.22  0.17
H46 -3.74 2.06 0.84  0.00
H47 4.48 -5.22 2.81  0.08
C15 -2.94 -2.40 -0.78  -0.05
C16 -0.12 2.12 1.49  -0.06
O11 3.61 -2.34 2.59  -0.08
C17 0.89 0.14 5.14  -0.71
H48 -2.80 -0.19 1.02  -0.01
H49 2.84 0.92 5.22  0.10
N4 2.67 -2.49 -1.82  0.19
H50 2.79 -1.50 -1.93  0.10
H51 0.92 4.22 -4.33  0.08
H52 2.95 -2.56 1.89  0.03
H53 1.74 -0.15 -3.22  0.05
O12 -2.80 2.19 4.37  -0.06
H54 -1.17 0.25 -0.32  0.07
H55 0.67 0.08 -6.47  0.08
O13 -2.85 -0.33 1.97  -0.05
H56 2.27 -5.00 0.09  0.10
H57 0.26 -0.09 3.24  0.05
H58 -2.89 -1.43 -1.27  0.08
H59 -2.33 4.01 -0.87  0.02
H60 -4.70 4.31 1.78  0.06

Summary:
2S+1	1
relative energy (zero: lowest compared OMol25 entry of this formula, charge and spin)	0.00	kcal/mol

| no. | HOMO energy (eV) | frontier orbital gap (Ha) | molar mass (g mol⁻¹) |
| --- | --- | --- | --- |
| 1 | -8.507 | 0.346 | 97.12 |
| 2 | -14.300 | 0.408 | 94.13 |
| 3 | -8.646 | 0.317 | 528.68 |